[1]
Below is one molecule with the formula C3H4N2O2 in a non-equilibrium geometry, with properties calculated with ωB97M-V with the def2-TZVPD basis set.

Element x y z (Å)
C 0.6248 1.3076 -1.3314
C -0.3472 -0.5807 -0.1483
C -0.3620 -0.6950 2.1044
H 0.9660 1.6183 -0.2972
H -0.4275 -0.1039 -2.2183
H -1.2128 -1.4029 -0.1724
H -0.2810 -0.0692 3.1775
N -0.0317 0.0784 -1.3045
N 0.3338 -0.1585 0.9126
O 0.9573 1.7250 -2.3931
O -1.0390 -1.6841 2.2063

## Properties
- Frontier orbital gap: 10.130 eV
- Spin multiplicity: 1
- Total charge: 0
- Lowest unoccupied orbital energy: -0.12 eV
- F_max: 4.0 eV Å⁻¹
- Electronic energy: -10249.66506 eV
- Structure (SMILES): O=C/N=C/NC=O
- Highest occupied orbital energy: -10.252 eV

[2]
Below is a 2-piece molecular cluster, C5H6BrN overall in a non-equilibrium geometry, with properties calculated with ωB97M-V with the def2-TZVPD basis set.

Element x y z (Å)
C 1.6029 -1.9604 -1.1594
C -0.2049 0.6534 0.7155
C -0.6744 0.0222 -0.3551
C 0.3274 -2.1792 -0.6698
C -0.6978 2.0397 1.0522
N 1.6052 -2.3703 0.0782
Br -1.5804 0.7857 -1.7922
H 2.2586 -1.5826 -1.9228
H 0.3498 0.0508 1.4754
H -0.6129 -2.6594 -0.7484
H -1.5719 2.0694 1.5819
H 0.2208 2.5108 1.5356
H -1.0225 2.6199 0.2089

## Properties
- Frontier orbital gap (spin up / spin down): 8.065 / 8.055 eV
- Spin multiplicity: 1
- Total charge: 0
- Lowest unoccupied orbital energy (spin up / spin down): 0.12 / 0.12 eV
- F_max: 4.1 eV Å⁻¹
- Electronic energy: -76808.22550 eV
- Highest occupied orbital energy (spin up / spin down): -7.941 / -7.937 eV

[3]
Below is C17H44Br2InO7P2S3 as an isolated structure in a non-equilibrium geometry, with properties calculated with ωB97M-V with the def2-TZVPD basis set.

Element x y z (Å)
C 1.0782 4.2357 1.3591
C -0.3330 4.6759 1.0235
O -1.3268 4.0626 1.8694
P -2.1908 2.8354 1.2998
O -3.4157 2.7534 2.0974
C -1.2413 1.2935 1.4843
C -1.3606 0.2632 0.3388
In 0.5810 -0.7134 -0.2402
C 1.8258 -1.3086 1.4867
C 1.6812 0.7397 -1.5971
Br 0.5112 2.3172 -1.8283
C 3.0189 1.0894 -1.0092
C 3.9784 -0.0728 -1.3263
Br 3.8377 2.7345 -1.8503
P -0.0412 -2.6796 -1.7735
C -1.8624 -2.5972 -2.0175
O 0.1041 -4.1522 -0.9392
O -2.5233 3.1280 -0.2415
C -3.8980 3.0215 -0.6431
C -4.4394 1.6278 -0.7016
H 1.7302 4.5064 0.5394
H 1.4259 4.8025 2.2134
H 1.1628 3.1736 1.5322
H -0.3920 5.7386 1.2109
H -0.5329 4.5509 -0.0334
H -1.6724 0.8509 2.3692
H -0.2132 1.5230 1.7385
H -1.7693 0.6740 -0.5689
H -1.9825 -0.5519 0.6873
H 1.1587 -1.6050 2.2811
H 2.4436 -2.1705 1.2631
H 2.4731 -0.5195 1.8543
H 1.8237 0.3432 -2.5900
H 2.9564 1.2913 0.0462
H 4.2960 -0.5293 -0.3950
H 4.8581 0.2977 -1.8191
H 3.4769 -0.7982 -1.9512
H -2.1793 -3.2699 -2.8026
H -2.1201 -1.5756 -2.2538
H -2.3905 -2.8798 -1.1126
H 1.0404 -4.3999 -0.8681
H -4.5349 3.6653 -0.0567
H -3.9203 3.4187 -1.6530
H -4.4663 1.1700 0.2759
H -5.4621 1.6548 -1.0604
H -3.8690 0.9876 -1.3628
C -0.3456 6.8006 -4.8876
S -0.0903 5.8975 -3.3510
O -0.2898 6.8706 -2.2437
C 1.6792 5.6722 -3.5424
H -1.3981 7.0696 -4.9457
H 0.2666 7.7030 -4.8886
H -0.0840 6.1596 -5.7296
H 2.1626 6.6459 -3.6337
H 1.8719 5.0608 -4.4238
H 2.0447 5.1527 -2.6579
C -2.0885 -1.7029 5.8147
S -0.5229 -1.5430 4.9431
O -0.7190 -2.1166 3.5917
C 0.3572 -2.7782 5.9111
H -2.8039 -1.0394 5.3339
H -2.4388 -2.7333 5.7498
H -1.9561 -1.4069 6.8558
H -0.1597 -3.7354 5.8392
H 0.4163 -2.4510 6.9497
H 1.3591 -2.8693 5.4974
C 2.1072 -8.4686 -2.2728
S 2.1771 -7.7020 -0.6483
O 3.2632 -8.3821 0.1057
C 0.6192 -8.3725 -0.0579
H 3.0182 -8.2046 -2.8049
H 2.0434 -9.5515 -2.1632
H 1.2427 -8.0852 -2.8145
H 0.6531 -9.4617 -0.0965
H -0.1935 -7.9889 -0.6742
H 0.4836 -8.0421 0.9691

## Properties
- Frontier orbital gap: 5.735 eV
- Spin multiplicity: 1
- Total charge: -1
- Lowest unoccupied orbital energy: 2.19 eV
- F_max: 1.3 eV Å⁻¹
- Electronic energy: -229017.86009 eV
- Highest occupied orbital energy: -3.546 eV

[4]
Below is C34H39BCsF5N12OSSi as an isolated structure in a non-equilibrium geometry, with properties calculated with ωB97M-V with the def2-TZVPD basis set.

Element x y z (Å)
Cs 0.2000 0.7033 0.7402
C 1.4292 -3.7449 0.9865
C 0.7889 -3.2321 -0.1561
N 1.5150 -2.2847 -0.7241
N 2.6228 -2.1641 0.0231
C 2.5980 -3.0210 1.0588
B 3.7344 -1.1446 -0.2815
N 3.4095 -0.3319 -1.5441
C 3.9178 -0.4952 -2.7781
C 3.3247 0.4250 -3.6097
C 2.4435 1.1155 -2.7699
N 2.5016 0.6582 -1.5302
N 3.8745 -0.1940 0.9180
C 4.8040 0.7587 1.1059
C 4.4695 1.4649 2.2371
C 3.2877 0.8564 2.6789
N 2.9341 -0.1359 1.8806
N 5.0338 -1.9315 -0.5486
C 5.1262 -3.1930 -1.0200
C 6.4482 -3.4451 -1.3090
C 7.0975 -2.2466 -0.9811
N 6.2418 -1.3449 -0.5346
H 1.0947 -4.5272 1.6454
H -0.1654 -3.5020 -0.5734
H 3.4045 -3.0563 1.7681
H 4.6656 -1.2394 -2.9786
H 3.4971 0.5699 -4.6583
H 1.7724 1.9166 -3.0227
H 5.6355 0.8434 0.4321
H 5.0018 2.2848 2.6788
H 2.6793 1.0991 3.5319
H 4.2537 -3.8106 -1.1188
H 6.8759 -4.3532 -1.6909
H 8.1441 -2.0067 -1.0480
N -1.7121 3.9230 -1.5795
C -0.7761 4.1942 -0.4970
C 0.6348 3.8143 -0.9305
N 1.5092 3.6462 0.2239
H -1.5730 4.5673 -2.3512
H -2.6701 4.0237 -1.2667
H -1.0515 3.5742 0.3581
H -0.7962 5.2430 -0.1520
H 1.0126 4.5513 -1.6607
H 0.5676 2.8561 -1.4466
H 1.6945 4.5341 0.6792
H 2.3979 3.2435 -0.0528
S -2.9451 -2.3284 0.9433
C -2.2519 -1.8931 2.4033
N -0.9069 -2.0305 2.5894
C -0.2425 -1.7229 3.7262
C -0.9214 -1.2745 4.8114
C -2.3187 -1.0895 4.6891
C -2.9593 -1.3729 3.5235
H -0.3788 -2.3855 1.7947
H 0.8313 -1.8432 3.6887
H -0.3963 -1.0154 5.7145
H -2.8755 -0.6937 5.5273
H -4.0194 -1.2104 3.4015
F -2.9058 4.1223 7.0390
C -2.5103 3.4394 5.9371
C -1.2904 2.7808 5.9081
F -0.4803 2.8374 6.9887
C -0.8948 2.0810 4.7868
F 0.3341 1.4988 4.8029
C -1.6819 1.9688 3.6101
O -1.3189 1.3168 2.5856
C -2.9090 2.6805 3.6894
F -3.7365 2.6623 2.6119
C -3.3129 3.3827 4.8058
F -4.5025 4.0222 4.8065
C -2.4476 -3.4737 -3.1879
Si -1.8886 -1.8022 -3.8607
C -2.5383 -1.6294 -5.6389
C -0.0266 -1.6870 -3.9316
N -2.4485 -0.5716 -2.7912
C -3.6064 -0.0338 -2.4776
C -4.8220 -0.2976 -3.1804
C -6.0053 0.2794 -2.7886
C -6.0432 1.1255 -1.6793
C -4.8758 1.3901 -0.9624
C -3.6815 0.8352 -1.3532
H -1.8974 -4.2772 -3.6739
H -3.5093 -3.6335 -3.3623
H -2.2734 -3.5402 -2.1173
H -2.0332 -2.3571 -6.2762
H -2.3235 -0.6407 -6.0375
H -3.6088 -1.8034 -5.7257
H 0.3865 -2.5016 -4.5263
H 0.4244 -1.7310 -2.9431
H 0.2846 -0.7509 -4.3929
H -4.7897 -0.9643 -4.0279
H -6.9158 0.0658 -3.3357
H -6.9810 1.5646 -1.3688
H -4.9079 2.0223 -0.0852
H -2.7775 1.0176 -0.7916

## Properties
- Frontier orbital gap (spin up / spin down): 7.089 / 5.946 eV
- Spin multiplicity: 2
- Total charge: -1
- Lowest unoccupied orbital energy (spin up / spin down): 1.93 / 0.79 eV
- F_max: 1.8 eV Å⁻¹
- Electronic energy: -89349.64127 eV
- Highest occupied orbital energy (spin up / spin down): -5.156 / -5.156 eV